Record 1
6
Properties=species:S:1:pos:R:3:forces:R:3 method="wB97M-V/def2-TZVPD" largest_force_ev_per_a=3.69 lumo_ev=-0.86 charge=0 relative_energy_kcal_mol=19.57
C -3.321325 -1.259745 -0.254971 -2.0 -2.1 -2.2
C -0.354834 -0.477204 -1.330310 0.3 1.4 3.4
O -3.668600 -2.012693 -1.065943 0.5 2.0 2.0
S -0.998980 -1.213420 -0.023874 2.2 0.5 -0.9
H 0.301133 0.425753 -1.216132 -0.4 -1.0 0.0
H -0.726864 -0.625263 -2.275769 -0.6 -0.8 -2.3

***

Record 2
84
Properties=species:S:1:pos:R:3:forces:R:3 method="wB97M-V/def2-TZVPD" largest_force_ev_per_a=6.47 lumo_ev="-7.56 / -7.57" charge=+2
Ti 0.410480 0.062498 -0.181465 -6.2 -0.5 1.7
C 2.087072 -1.268871 -0.521419 1.2 0.8 0.7
C 2.170858 -0.134215 -1.412286 0.8 0.5 1.1
C 2.226602 0.667771 0.787210 1.7 -0.5 -1.0
C 2.185761 -0.776675 0.826793 1.1 0.6 -0.6
C 2.254529 1.072881 -0.601570 1.5 -1.5 0.5
C 2.142943 -2.701839 -0.914402 -0.1 -0.5 -0.2
H 1.620108 -2.877921 -1.860789 0.2 0.0 0.1
H 1.700442 -3.353252 -0.153934 0.1 0.1 -0.2
H 3.184235 -3.032699 -1.045465 -0.2 0.2 0.0
C 2.543071 -1.591975 2.014748 -0.2 -0.4 0.7
H 2.543716 -2.667230 1.786002 0.1 0.4 0.1
H 1.866644 -1.438191 2.865023 0.2 -0.1 -0.2
H 3.550466 -1.306658 2.361617 -0.3 -0.1 -0.2
C 2.543938 1.553959 1.936744 -0.1 0.2 0.4
H 3.636029 1.600496 2.065443 -0.2 0.0 -0.1
H 2.115879 1.185625 2.871688 0.0 0.0 -0.2
H 2.176310 2.574296 1.788611 0.1 -0.1 0.0
C 2.531381 2.441450 -1.103199 -0.2 0.7 -0.2
H 3.589480 2.567333 -1.384835 -0.3 -0.3 0.1
H 2.319808 3.201748 -0.342944 0.1 -0.2 -0.2
H 1.928689 2.673943 -1.988655 0.2 0.0 0.1
C 2.339857 -0.200817 -2.878526 -0.3 -0.1 -1.0
H 3.357606 -0.444722 -3.224481 -0.2 0.1 0.5
H 2.065717 0.748390 -3.337469 0.2 -0.2 0.1
H 1.677686 -0.954914 -3.311517 0.2 0.0 0.0
C -1.926628 -0.110175 -2.714733 0.0 -0.3 -0.3
C -0.870613 -0.742619 -3.253321 -0.4 0.0 0.1
C -0.532551 -0.598919 -4.713070 0.3 -0.4 -0.3
C 0.094516 0.755519 -5.196405 0.4 -0.3 -0.4
C 0.186380 1.884281 -4.212451 -0.4 0.5 -0.1
C -0.907382 2.461247 -3.706574 0.0 0.1 -0.3
C -2.282694 2.046429 -4.152882 -0.5 0.2 -0.1
C -2.850468 0.709991 -3.574336 -0.6 0.3 0.1
H -1.426891 -0.794838 -5.327301 0.1 0.1 0.4
H -0.484060 1.066481 -6.079180 0.2 0.1 0.3
H 0.162324 -1.409894 -4.977851 -0.2 0.3 0.0
H -3.203013 0.103171 -4.429731 0.2 0.1 0.5
H -2.266853 -0.258321 -1.684334 0.3 -0.3 -0.1
H -0.328167 -1.534652 -2.726755 -0.1 0.4 0.3
H -3.761649 0.943516 -3.001733 0.3 -0.1 -0.1
H -2.992721 2.851118 -3.900461 0.3 -0.3 -0.1
H -0.871519 3.340370 -3.061322 0.3 -0.2 -0.3
H -2.311270 1.958332 -5.251722 0.2 0.2 0.4
H 1.101736 0.534676 -5.574471 -0.3 0.1 0.1
H 1.176328 2.315545 -4.059277 -0.3 0.0 0.2
P -1.227488 -2.159527 0.560956 0.2 -0.7 -0.4
C -0.655904 -3.447871 1.753130 0.3 0.1 0.0
H -1.429713 -4.232748 1.804359 0.3 0.3 -0.1
H -0.498514 -3.027295 2.756114 -0.1 -0.2 -0.4
H 0.285663 -3.892105 1.396051 -0.3 0.1 0.2
C -2.986717 -1.945255 1.063778 -0.1 0.5 -0.2
H -3.409226 -2.935269 1.297589 0.2 0.3 -0.2
H -3.547200 -1.498306 0.226619 0.1 -0.2 0.3
H -3.065097 -1.291273 1.946556 -0.1 -0.4 -0.4
C -1.446323 -3.220264 -0.929222 -0.1 0.1 0.1
H -1.950522 -2.649739 -1.719415 0.1 -0.3 0.2
H -2.047406 -4.097210 -0.652451 0.1 0.2 -0.2
H -0.465146 -3.550046 -1.294787 -0.3 0.0 0.1
P -1.117984 2.305518 0.608677 -0.2 0.9 -0.6
C -0.424225 3.771676 -0.253858 0.0 0.0 -0.1
H -1.158169 4.591068 -0.278112 0.2 -0.3 0.0
H -0.137709 3.507489 -1.279266 0.0 0.1 0.4
H 0.465684 4.106209 0.293464 -0.2 0.0 -0.2
C -2.775444 2.132222 -0.171597 0.0 -0.3 0.0
H -2.693660 2.174652 -1.267267 0.0 0.0 0.3
H -3.451821 2.921090 0.179336 0.2 -0.1 -0.1
H -3.192646 1.152636 0.109447 0.0 0.3 -0.1
C -1.537829 3.089246 2.232624 0.2 -0.3 0.1
H -2.038845 4.060116 2.065169 0.2 -0.5 -0.2
H -0.609520 3.265263 2.796103 -0.3 -0.1 -0.1
H -2.190970 2.431344 2.821085 0.2 0.3 -0.2
Te -0.674831 -0.161153 2.821122 0.1 0.9 0.4
C 0.131457 -0.786010 4.709898 0.5 -0.4 0.3
C 1.410265 -0.410898 5.160746 -0.2 -0.2 -0.1
C 1.900305 -0.905760 6.372932 -0.3 -0.2 0.4
C 1.091784 -1.729062 7.181932 -0.4 0.2 -0.8
C -0.213245 -2.066586 6.752885 0.6 0.5 0.0
C -0.695326 -1.593274 5.523922 0.7 0.1 -0.2
H 2.034748 0.257172 4.561643 -0.2 -0.3 0.3
H 2.917017 -0.650762 6.701598 -0.6 0.0 -0.2
H 1.465681 -2.097752 8.137007 -0.1 0.1 -0.3
H -0.841344 -2.695638 7.385442 0.1 0.2 -0.2
H -1.693890 -1.843566 5.182777 0.1 -0.1 0.1

***

Record 3
73
Properties=species:S:1:pos:R:3:forces:R:3 method="wB97M-V/def2-TZVPD" largest_force_ev_per_a=0.62 lumo_ev=0.89 charge=-1 relative_energy_kcal_mol=13.96
Ba -0.745194 -1.567555 0.471569 0.6 0.1 0.1
C 0.372989 2.658189 3.038372 0.0 0.1 0.1
O -0.268822 2.187548 1.859573 -0.1 0.0 0.0
C 0.409465 2.470746 0.700928 0.1 -0.1 0.0
C -0.141599 3.401948 -0.164141 0.0 0.1 -0.1
C 0.480985 3.709284 -1.365848 0.0 0.0 0.0
C 1.681444 3.089974 -1.689712 0.0 0.0 0.0
C 2.254092 2.187508 -0.808487 0.0 0.0 0.0
C 1.630477 1.846529 0.390538 -0.1 0.3 -0.2
N 2.329868 1.060962 1.323372 0.3 0.0 -0.1
N 1.654883 0.131099 1.844184 -0.1 -0.1 -0.2
C 2.135558 -0.514741 2.946397 -0.1 -0.2 0.3
C 1.175378 -1.457535 3.463580 0.2 0.3 -0.1
O 0.159049 -1.813984 2.817705 0.0 -0.1 0.6
C 1.394688 -1.965527 4.806942 0.0 -0.1 -0.1
C 2.504514 -1.659638 5.498794 0.0 0.0 0.0
C 3.532558 -0.811809 4.956997 0.0 0.0 0.0
C 4.695677 -0.562419 5.696679 0.0 0.0 0.0
C 5.700346 0.234391 5.198438 0.0 0.0 0.0
C 5.549407 0.792901 3.928018 -0.1 0.0 0.0
C 4.410396 0.569653 3.181531 0.1 0.0 0.1
C 3.358723 -0.233608 3.675218 -0.1 0.0 -0.1
H 0.417972 3.752281 3.038404 0.0 0.0 0.0
H 1.385084 2.259671 3.137461 -0.1 0.0 0.0
H -0.232958 2.319667 3.875936 0.0 0.0 0.0
H -1.079754 3.871871 0.111936 0.0 0.0 0.0
H 0.031383 4.428991 -2.040308 0.0 0.0 0.0
H 2.179111 3.323190 -2.623737 0.0 0.0 0.0
H 3.207841 1.721326 -1.030170 0.0 0.0 0.0
H 0.628307 -2.619919 5.204829 0.0 0.0 0.0
H 2.655669 -2.063323 6.495658 0.0 0.0 0.0
H 4.792155 -1.018801 6.676497 0.0 0.0 0.0
H 6.596141 0.418903 5.778501 0.0 0.0 0.0
H 6.339349 1.410236 3.517367 0.0 0.0 0.0
H 4.314562 1.009870 2.206991 0.0 0.0 0.0
O -3.906392 4.801890 -2.976359 0.0 0.1 0.1
N -3.506808 3.968816 -3.767321 -0.1 0.0 -0.1
O -3.695760 4.020095 -4.966350 0.0 0.0 -0.1
C -2.716649 2.854965 -3.250014 0.3 -0.3 0.1
C -1.765707 2.367558 -4.071309 -0.1 0.1 -0.1
C -0.873174 1.351877 -3.634001 0.1 -0.1 0.1
C 0.148841 0.853915 -4.460178 0.0 0.0 0.0
C 0.988960 -0.104055 -3.968465 0.0 0.0 0.0
C 0.805409 -0.542916 -2.648322 0.0 0.0 0.1
N -0.133889 -0.078988 -1.849192 0.0 0.1 -0.3
C -0.982053 0.842541 -2.332807 0.0 0.1 -0.1
C -2.054168 1.319512 -1.476874 0.0 0.0 0.0
N -2.171712 0.750343 -0.264464 -0.2 0.2 0.0
C -3.151335 1.133062 0.521998 0.2 0.0 0.1
C -4.068808 2.127056 0.172157 -0.1 0.0 0.0
C -3.952545 2.731639 -1.051093 0.0 0.0 0.0
C -2.920759 2.333835 -1.921572 -0.1 0.1 0.0
H -1.669176 2.777587 -5.067919 0.0 0.0 0.0
H 0.248028 1.231400 -5.471779 0.0 0.0 0.0
H 1.776645 -0.536068 -4.570346 0.0 0.0 0.0
H 1.439946 -1.322618 -2.243354 0.0 0.0 0.0
H -3.219850 0.634948 1.485695 0.0 0.1 0.0
H -4.858964 2.405094 0.856444 0.0 0.0 0.0
H -4.642136 3.506733 -1.344933 0.0 0.0 0.0
O -2.664375 -2.115291 -1.379734 -0.1 0.0 0.0
C -2.611182 -3.198895 -0.749896 -0.2 -0.1 -0.2
O -2.617996 -3.258763 0.516843 -0.2 -0.3 -0.1
C -2.372976 -4.461777 -1.534831 0.0 0.0 0.0
C -3.432572 -5.300563 -1.853346 0.0 0.0 0.0
C -3.234167 -6.450811 -2.603257 0.0 0.0 0.0
C -1.947550 -6.758990 -3.029628 0.0 0.0 0.0
C -0.885149 -5.932384 -2.702502 0.0 0.0 0.0
C -1.062178 -4.764356 -1.945311 0.0 -0.1 -0.1
S 0.344705 -3.780781 -1.542781 0.0 0.0 0.1
H -4.427586 -5.042254 -1.504098 0.0 0.0 0.0
H -4.068197 -7.098405 -2.849598 0.0 0.0 0.0
H -1.768030 -7.653999 -3.616995 0.0 0.0 0.0
H 0.119564 -6.178830 -3.024518 0.0 0.0 0.0

***

Record 4
12
Properties=species:S:1:pos:R:3:forces:R:3 method="wB97M-V/def2-TZVPD" largest_force_ev_per_a=6.49 lumo_ev=0.83 charge=0 smiles=N[C@H]1C[C@H]1S relative_energy_kcal_mol=92.88
N 1.314870 -1.296718 -0.111075 -1.5 0.8 -0.6
C 0.757632 -0.139494 0.543406 0.2 -0.2 4.5
C 0.343374 0.920690 -0.319434 2.4 3.1 -5.1
C -0.695982 0.346449 0.544739 -1.7 -2.6 -4.4
S -2.333320 -0.536013 0.042999 1.5 2.6 -1.6
H 0.923394 -2.192077 0.273476 0.3 1.2 -0.8
H 0.864147 -0.965313 -1.036406 1.3 -3.0 1.2
H 0.916021 0.197232 1.620175 1.6 -1.2 -1.4
H 0.829239 2.108629 -0.643306 -1.8 -3.5 1.8
H 0.566651 0.317808 -1.316854 -1.6 2.3 1.1
H -0.819563 0.802269 1.409992 -1.1 2.2 3.6
H -2.666465 0.436540 -1.007709 0.5 -1.7 1.8

***

Record 5
23
Properties=species:S:1:pos:R:3:forces:R:3 method="wB97M-V/def2-TZVPD" largest_force_ev_per_a=4.05 lumo_ev=-4.66 charge=+1 relative_energy_kcal_mol=11.21
Lu -0.053905 0.977481 -0.525830 -3.5 1.6 -1.4
N -1.284243 -0.866657 0.251641 0.0 -0.4 0.1
C -2.709367 -0.458511 0.257489 -0.3 0.1 -0.3
C -3.049569 0.275655 -1.044945 -0.3 -0.4 0.3
N -2.275900 1.545870 -1.160406 -0.6 0.4 -0.2
H -1.162801 -1.684074 -0.363771 0.0 0.4 0.3
H -1.015791 -1.183154 1.192553 0.0 0.1 -0.4
H -2.873961 0.204808 1.117721 0.0 -0.2 -0.1
H -3.372885 -1.325848 0.356367 0.1 0.2 0.1
H -4.124728 0.480924 -1.061036 0.2 -0.1 -0.1
H -2.801721 -0.362291 -1.903883 -0.1 0.2 0.1
H -2.704386 2.233510 -0.527102 0.1 -0.2 -0.3
H -2.427019 1.920166 -2.103276 0.0 0.0 0.3
O 5.244417 -0.967614 1.317416 -0.2 0.1 -0.1
C 4.173823 -0.590742 0.953518 0.4 -0.1 0.1
C 3.522282 -0.880298 -0.416013 0.0 0.0 -0.2
O 3.970900 -1.525008 -1.322645 -0.1 0.1 0.2
C 2.219000 -0.184493 -0.353817 0.9 0.2 1.6
C 2.032519 0.459019 0.861318 1.2 -1.1 -0.8
O 0.905723 1.115464 1.116326 0.7 0.8 2.7
C 3.187090 0.274930 1.766567 0.0 0.1 0.1
O 3.325454 0.698901 2.880120 0.0 -0.1 -0.2
O 1.275069 -0.158038 -1.288314 1.5 -1.7 -1.9

***

Record 6
23
Properties=species:S:1:pos:R:3:forces:R:3 method="wB97M-V/def2-TZVPD" largest_force_ev_per_a=5.05 lumo_ev=-2.94 charge=+1 relative_energy_kcal_mol=102.11
C 0.165348 -0.863247 0.380981 -0.4 1.1 1.1
C -2.202761 0.373734 0.226520 4.0 -1.6 -2.4
C 1.330411 -2.473651 0.312881 -0.6 -0.5 -0.6
C -0.673772 0.373164 0.480153 -0.7 -3.5 -3.6
C -1.293098 0.746625 -0.909848 -0.1 -0.3 -0.5
C 2.367606 -0.399989 1.617676 -1.4 -2.2 -3.0
C -1.332597 2.179331 -1.404632 0.7 -1.6 -0.2
N 1.379910 -1.170528 0.886148 -1.1 1.0 0.7
N 0.005569 -2.037965 -0.239810 3.1 0.2 0.1
O -0.171356 2.482817 -2.114800 1.4 1.1 -1.0
H -2.595108 -0.583001 0.195432 -1.4 -1.4 0.2
H -2.608330 1.180568 0.658164 -2.1 2.3 1.8
H 2.201188 -2.703830 -0.284228 -0.2 0.1 -1.0
H 1.142038 -3.340253 0.911562 0.1 -0.2 1.2
H -0.377130 1.156728 1.031547 1.6 2.4 1.9
H -1.184842 0.087754 -1.826871 0.1 0.2 1.7
H 2.749203 -0.882718 2.395770 0.8 -2.3 3.8
H 3.203161 -0.271091 1.049279 2.1 1.1 -2.1
H 1.896054 0.430108 1.881261 -1.5 3.9 1.2
H -1.260279 2.832540 -0.595524 -1.4 1.2 1.6
H -2.233305 2.116993 -2.018738 -0.2 1.2 0.0
H -0.617662 -2.670164 -0.623651 -2.1 -0.5 -0.8
H 0.109752 3.436074 -2.009271 -0.8 -1.7 -0.2

***

Record 7
17
Properties=species:S:1:pos:R:3:forces:R:3 method="wB97M-V/def2-TZVPD" largest_force_ev_per_a=4.18 lumo_ev=1.02 charge=0 relative_energy_kcal_mol=110.64
C 2.428493 -0.616088 -0.246766 -1.0 0.4 1.0
C 1.237387 -0.878747 0.342610 3.0 0.4 -0.5
C 0.011376 -0.057296 0.102851 1.9 -3.1 -0.9
C -0.185205 1.033785 1.069890 -3.7 1.0 1.6
C -0.709283 1.770718 -0.094083 -0.7 1.3 -1.5
C -1.004140 -1.085068 -0.011718 0.1 2.3 0.4
C -2.017287 -1.683818 -0.110059 -1.7 -2.0 -0.8
H 3.335599 -1.225185 -0.061176 -0.7 0.6 -0.1
H 2.472602 0.372346 -0.749510 0.3 -1.1 -0.3
H 1.171102 -1.610547 1.141112 -0.2 -0.4 -0.3
H 0.672609 1.541483 1.289914 2.6 0.5 1.4
H -0.986416 1.012401 1.859557 1.4 -0.5 -0.3
H -1.741719 1.504705 -0.164003 -1.1 0.3 -0.3
H -0.582954 2.837593 -0.206758 0.2 0.3 0.1
H -0.587213 0.724817 -1.792288 0.5 -0.8 -0.2
H -2.748506 -2.401094 -0.400499 -0.2 0.1 0.3
N 0.060979 0.906081 -1.033242 -0.6 0.7 0.6